Record 1
A structure of composition C16H32O2P2Re in a non-equilibrium geometry, computed with ωB97M-V/def2-TZVPD.

Properties
ΔE to the lowest compared entry with this formula, charge and spin (kcal per mole): 180.98
Net charge: +2
Multiplicity: 4
LUMO level (alpha / beta) (eV): -6.51 / -7.50
HOMO energy (alpha / beta) (hartree): -0.500 / -0.486
Orbital gap (alpha / beta) (eV): 7.11 / 5.72

Structure (XYZ):
```
53
Properties=species:S:1:pos:R:3:forces:R:3
H -0.192416 -0.222722 -3.794374 -0.3 -0.4 0.0
C 1.170794 0.215165 -1.784995 1.6 1.7 4.9
H 2.831286 3.152953 2.488875 -0.3 0.7 0.2
H 2.471229 -0.747372 -0.186875 -0.5 0.7 -0.4
C -1.158851 0.982487 -0.982401 -2.8 -0.6 0.9
H -1.645385 -2.758762 2.899605 0.6 0.2 0.1
C -1.757300 -2.117626 -0.007713 0.5 0.2 -0.3
H -0.750575 -1.925035 -3.738122 -0.4 0.1 -0.3
H -0.914283 -3.280487 -1.601861 0.5 0.4 0.3
H -3.428733 -0.418828 2.730878 -0.4 -0.5 -0.1
H 0.262952 2.119941 -2.353147 -0.7 -1.0 0.9
H 2.274293 -1.891918 -3.146983 0.1 -0.6 0.0
H 3.186067 3.086125 -1.695135 -0.1 0.0 0.9
H -1.982193 1.228944 -1.732717 0.7 -0.4 1.0
H 3.097535 0.815656 -0.199128 -0.9 1.0 0.1
H 1.011178 -3.208545 -3.081803 0.7 0.0 0.2
Re 2.715597 2.156800 0.986261 -0.5 0.4 -2.6
C -0.683443 -0.991509 -3.178608 -0.1 -0.7 -0.5
H -3.485298 -2.130641 2.138437 -0.4 0.5 -0.2
H -2.189530 -3.009431 0.494189 0.2 0.6 -0.2
H -0.675280 -1.449003 3.665175 0.0 -0.5 -0.2
C 0.909657 -0.155295 1.012299 0.3 -1.2 0.3
H 0.189425 -3.141421 -0.173191 -0.5 0.2 -0.4
H -3.841725 -0.730706 1.019827 -0.1 -0.1 0.2
H -1.436913 2.669486 0.566519 0.1 -0.4 -0.1
H 2.259848 4.427843 -1.044484 0.7 -1.2 1.4
H 0.114312 -2.583246 2.484928 -0.5 0.4 0.2
C 1.629958 -2.499537 -2.502152 0.1 -0.1 -0.2
O 1.530024 4.706871 3.120697 1.1 -4.5 -3.9
H -2.876360 1.731036 0.183444 0.9 -0.3 0.3
H 0.401248 -1.095979 0.542225 0.0 1.3 1.0
P 0.456821 -1.374947 -1.818315 -2.5 -2.0 -3.0
H 2.170000 -2.985858 -1.682753 0.2 -0.1 -0.5
C -0.539392 -2.593621 -0.811406 0.1 0.4 0.9
C 0.053976 1.179335 -1.763205 2.0 2.6 -0.9
P -1.467878 -0.945563 1.475509 -5.1 -2.8 0.3
H -1.287053 -0.112500 -0.698323 0.3 1.3 -1.0
H 3.997379 4.103944 -0.462071 -1.3 -0.4 -0.3
C -3.259360 -1.084749 1.876795 0.1 -0.5 0.6
H 0.188946 0.512339 3.108815 0.5 0.7 -1.8
C 1.781174 3.795490 2.297193 -2.7 2.7 -0.2
H 2.017998 0.276495 -2.540585 -1.3 0.1 0.8
C 2.995169 3.610003 -0.722437 1.5 0.0 -0.5
C -0.815913 -2.043139 2.749416 0.4 -0.1 0.3
C 1.842030 0.196479 -0.222495 1.4 0.3 0.4
O 1.047057 3.266945 1.159449 1.6 0.9 4.1
C 0.021183 0.742855 1.995518 -0.3 -0.6 1.3
H -2.552833 -1.679357 -0.651310 0.6 -0.3 0.4
C -1.778617 1.637940 0.393926 -0.4 0.4 -0.1
H -1.691281 -0.642395 -2.899100 0.6 -0.3 -0.1
C -1.546565 0.839085 1.762234 3.4 1.3 -2.3
H -2.266866 1.108412 2.634580 1.8 -0.4 -1.6
H 1.596907 -0.742441 1.688897 -0.5 0.9 -0.4
```
Forces are in eV/Å.

Atom charges from the Löwdin analysis, given in e for atoms 1 to 4: number 1, H, carries 0.09; number 2, C, carries -0.36; number 3, H, carries 0.08; number 4, H, carries 0.10

Record 2
A structure of composition C20H31InNO8 in a non-equilibrium geometry, computed with ωB97M-V/def2-TZVPD.

Properties
ΔE to the lowest compared entry with this formula, charge and spin (kcal per mole): 0.00
Net charge: -1
Multiplicity: 1
LUMO level (eV): 2.01
HOMO energy (hartree): -0.182
Orbital gap (eV): 6.96

Structure (XYZ):
```
61
Properties=species:S:1:pos:R:3:forces:R:3
H -6.321071 3.876434 0.313880 0.3 0.1 -1.1
C -6.560567 0.144421 -2.095574 -1.1 2.5 0.3
C -1.793246 2.647181 -3.282148 0.4 0.7 0.8
H 6.956066 -6.325849 0.940368 0.1 0.2 -0.1
O 0.065941 0.770781 1.124172 -0.2 1.1 -1.2
H 11.349921 -3.633396 0.970548 -0.1 -0.2 -0.1
C 1.012872 -0.619608 3.333327 -0.4 0.3 0.3
C 0.880376 1.458984 -1.094516 -0.4 1.0 2.2
H 5.271721 -2.199825 5.070854 0.0 0.2 -0.1
H -6.369386 4.823566 -1.226614 0.2 -1.1 0.1
O 10.182354 -4.725037 2.300096 -0.2 0.0 0.0
In -0.571232 0.812532 -2.716369 -0.5 0.0 -0.4
C 9.139744 -4.961654 1.490772 -0.1 0.0 0.1
H 5.871176 -3.175916 3.721706 -0.2 0.0 -0.1
C -3.902585 3.754418 -2.106840 1.7 -0.2 -0.3
H -9.619917 1.766282 -3.157178 1.2 -0.5 0.5
N -4.504328 3.807270 -0.748504 -0.9 0.6 -0.9
H 0.096667 -0.941686 2.845793 0.3 -0.1 -0.1
C 5.304726 -2.282297 3.983140 0.3 0.0 0.1
C 3.177754 -1.386686 3.698190 -0.5 0.0 -0.2
H 11.695256 -5.393054 1.039975 -0.1 0.1 -0.1
H -2.542811 2.289846 -1.244114 0.1 1.3 -0.3
O 3.473782 -0.392453 4.313472 0.1 -0.3 0.0
C -6.660620 2.608416 -1.423715 0.0 -0.8 -0.6
H -4.910924 1.230702 -0.961610 -1.1 0.2 -0.6
C -2.881978 -1.203884 -1.023444 -0.4 0.8 0.6
H 12.182383 -4.329756 2.368479 -0.2 0.0 0.1
H 1.692354 0.705023 -0.904698 -0.8 0.6 -0.2
C -2.411017 3.194065 -1.919158 -1.3 -0.7 -0.8
H 1.338655 0.308323 2.871603 0.0 -0.1 0.1
C -5.923085 1.316803 -1.433368 -3.0 -0.1 -1.5
H -4.399700 3.037244 -2.811501 0.1 0.6 1.0
H -1.089259 3.436780 -3.668536 -0.7 -0.8 -0.1
C -2.037597 -0.604161 -1.686821 -0.4 -0.1 0.3
H -9.243258 4.054502 -1.211078 0.4 -0.2 -0.4
O -8.616196 4.037318 -1.955200 0.0 -1.1 0.0
H -3.669941 -1.439249 -0.269550 1.2 0.0 -1.2
H -0.615258 2.514642 0.411963 0.7 -0.5 -0.7
H 6.049826 -5.537181 2.238662 0.2 0.1 0.1
H 0.201302 0.025147 -4.117892 0.0 0.1 0.3
H -1.779684 3.976407 -1.412636 -0.4 -0.9 -0.5
H -6.014232 -0.831776 -2.098418 -0.7 1.1 -0.1
C -5.983937 3.860950 -0.774147 -0.8 -0.1 0.7
H 6.611702 -4.566123 0.871940 0.1 -0.1 -0.1
H -4.220066 4.726177 -0.379178 0.0 -0.8 0.1
O 9.174090 -5.002714 0.287961 0.0 0.0 0.2
H 0.807913 -0.472442 4.396470 0.2 0.0 0.0
H -3.893253 4.767849 -2.627954 0.0 -1.0 0.5
H -8.416720 -0.543424 -3.248031 0.7 0.8 0.7
H -2.590480 2.414775 -4.042603 0.8 0.3 0.7
C -7.902020 0.299943 -2.718548 0.9 1.9 1.0
O 1.993101 -1.649162 3.148253 0.5 -0.1 0.3
C -8.615630 1.594072 -2.680230 1.9 0.5 0.9
H 5.805237 -1.416477 3.546551 -0.1 0.0 0.2
O 8.055806 -5.144029 2.254308 0.3 0.0 0.0
H 1.340469 2.472658 -1.288547 -0.5 -1.0 -0.2
C 6.858481 -5.407394 1.520805 -0.4 -0.1 -0.2
O 3.992590 -2.427505 3.448761 0.0 0.0 0.0
C 0.059168 1.619202 0.227636 0.9 -1.3 -0.3
C -7.996766 2.770160 -2.027488 1.6 -2.9 0.3
C 11.415340 -4.510116 1.616516 0.3 0.1 -0.1
```
Forces are in eV/Å.

Atom charges from the Löwdin analysis, given in e for atoms 1 to 4: number 1, H, carries 0.13; number 2, C, carries -0.06; number 3, C, carries -0.31; number 4, H, carries 0.10

Record 3
The molecule C2H3ClS in a non-equilibrium geometry, computed with ωB97M-V/def2-TZVPD.

Properties
ΔE to the lowest compared entry with this formula, charge and spin (kcal per mole): 67.78
Net charge: 0
Multiplicity: 1
LUMO level (alpha / beta) (eV): -2.35 / -2.36
HOMO energy (alpha / beta) (hartree): -0.317 / -0.317
Orbital gap (alpha / beta) (eV): 6.28 / 6.27

Structure (XYZ):
```
7
Properties=species:S:1:pos:R:3:forces:R:3
S -0.576906 2.322825 -0.547719 1.4 -1.0 0.2
H -1.540591 0.373993 0.137992 0.7 0.7 1.2
H 1.283431 -0.285276 0.625697 1.1 -0.1 0.7
H 0.437110 -0.488511 -1.018575 -0.8 0.7 2.3
Cl -0.564785 1.121119 2.301293 -0.1 -0.1 -0.2
C -0.577050 0.851104 0.552729 -2.1 -2.0 -1.1
C 0.404528 -0.090595 0.079834 -0.3 1.8 -3.1
```
Forces are in eV/Å.

Atom charges from the Löwdin analysis, given in e for atoms 1 to 4: number 1, S, carries 0.48; number 2, H, carries 0.08; number 3, H, carries 0.05; number 4, H, carries 0.12

Number 1: electronic energy -1539.1753 hartree. Number 2: electronic energy -1627.3427 hartree. Number 3: electronic energy -936.2488 hartree.